# 1
This record from OMol25 describes a single C4H5N3O molecule in a non-equilibrium geometry. The level of theory is ωB97M-V/def2-TZVPD.

Computed properties:
SMILES   N/N=c1\ccocn1
LUMO   0.77 eV
Total energy   -10744.322 eV
Energy above the lowest of the compared OMol25 structures with the same formula, charge and spin   3.292 eV
Orbital gap   8.6 eV

Structure (ORCA input):
```
! RIJCOSX wB97M-V def2-TZVPD def2/J DEFGRID3
* xyz 0 1
C -0.367 -0.421 -0.112
C 0.135 0.960 -0.057
C 1.519 1.020 -0.084
C 1.792 -1.204 -0.003
H -2.315 0.785 0.487
H -3.446 -0.435 0.123
H -0.567 1.768 0.104
H 2.064 1.935 -0.060
H 2.478 -2.099 0.025
N -2.609 0.046 -0.143
N -1.578 -0.863 -0.131
N 0.541 -1.449 -0.023
O 2.353 -0.044 -0.127
*
```



# 2
This record from OMol25 describes C4H9NOS2 as an isolated structure in a non-equilibrium geometry. The level of theory is ωB97M-V/def2-TZVPD.

Computed properties:
LUMO (spin up / spin down)   1.47 / 1.09 eV
Total energy   -29495.982 eV
Energy above the lowest of the compared OMol25 structures with the same formula, charge and spin   5.762 eV
Orbital gap (spin up / spin down)   4.8 / 4.4 eV

Structure (ORCA input):
```
! RIJCOSX wB97M-V def2-TZVPD def2/J DEFGRID3
* xyz -1 2
S -0.427 -1.640 -2.690
S 0.234 2.864 -0.752
C -0.170 1.197 -1.185
C -0.880 0.428 -0.060
C -0.130 0.488 1.310
N 1.174 -0.229 1.069
C 0.883 -1.546 1.397
O -0.842 -0.052 2.264
H -0.253 -0.472 -3.320
H 0.676 0.593 -1.519
H -0.887 1.189 -1.982
H -1.694 1.074 0.297
H -1.156 -0.588 -0.337
H 0.053 1.542 1.595
H 0.734 -1.579 2.492
H 1.055 -0.930 0.178
H 1.630 -2.338 1.244
*
```



# 3
This record from OMol25 describes C18H37B2F6HgN4O15PbS2 as an isolated structure in a non-equilibrium geometry. The level of theory is ωB97M-V/def2-TZVPD.

Computed properties:
LUMO   -4.23 eV
Total energy   -104680.067 eV
Energy above the lowest of the compared OMol25 structures with the same formula, charge and spin   3.923 eV
Orbital gap   6.9 eV

Structure (ORCA input):
```
! RIJCOSX wB97M-V def2-TZVPD def2/J DEFGRID3
* xyz 1 1
Hg -2.721 0.551 -0.698
Pb 2.069 -0.678 -0.045
O 0.259 -1.696 1.725
C 0.187 -2.452 2.686
O 0.004 -3.809 2.814
B 0.282 -4.224 4.173
O 0.439 -3.009 4.972
C 0.506 -1.994 4.178
O 0.651 -0.851 4.472
O 1.522 -5.033 4.268
C 1.294 -6.152 4.959
O 2.035 -7.094 5.159
C -0.244 -6.193 5.202
O -0.740 -5.075 4.678
O -0.943 -7.123 5.527
C -0.572 2.179 -3.936
F -0.367 2.531 -5.198
F 0.556 1.896 -3.335
F -1.068 3.194 -3.308
S -1.845 0.619 -3.798
O -2.241 0.225 -5.149
O -1.138 -0.443 -3.086
N -3.167 1.278 -2.725
S -4.048 2.189 -3.601
O -4.870 3.089 -2.748
O -3.365 2.831 -4.743
C -5.331 0.955 -4.493
F -6.353 0.589 -3.631
F -5.780 1.504 -5.605
F -4.754 -0.250 -4.820
B -0.298 0.575 -0.595
H -0.928 -0.243 -0.908
H -0.921 1.448 -0.713
H -0.038 0.549 0.451
H 0.574 0.621 -1.229
C 3.162 -0.865 -4.695
C 2.444 -0.800 -3.262
C 1.598 -2.080 -2.999
O 1.188 -2.314 -1.627
C 0.187 -3.359 -1.562
N 3.510 -0.622 -2.370
H 3.651 0.105 -4.788
H 2.443 -0.881 -5.514
H 3.812 -1.739 -4.739
H 1.731 0.024 -3.273
H 1.911 -3.011 -3.471
H 0.606 -2.123 -3.448
H 0.060 -3.741 -0.549
H 0.552 -4.211 -2.136
H -0.734 -2.947 -1.972
H 3.945 0.217 -2.728
H 4.210 -1.334 -2.524
C -3.067 0.319 3.645
C -3.123 0.813 2.162
C -2.350 2.162 1.958
O -2.734 2.423 0.637
C -2.153 3.602 0.086
N -2.543 -0.301 1.472
H -3.379 1.084 4.356
H -2.183 -0.153 4.073
H -3.846 -0.423 3.819
H -4.172 0.711 1.882
H -1.274 2.093 2.119
H -2.740 2.929 2.628
H -1.073 3.669 0.213
H -2.488 4.500 0.604
H -2.489 3.695 -0.947
H -1.704 -0.473 2.008
H -3.035 -1.161 1.667
C 3.097 2.322 3.741
C 2.633 1.625 2.498
C 3.334 2.151 1.194
O 2.804 1.671 -0.001
C 3.015 2.619 -1.038
N 2.616 0.158 2.507
H 3.333 3.374 3.580
H 4.023 1.807 3.999
H 2.559 2.221 4.683
H 1.580 1.874 2.370
H 4.408 1.993 1.299
H 3.299 3.239 1.250
H 2.738 2.254 -2.027
H 4.058 2.935 -1.056
H 2.529 3.572 -0.830
H 3.468 -0.110 2.978
H 1.930 -0.015 3.228
*
```



# 4
This record from OMol25 describes a 12-piece molecular cluster, C40H75ClFN2O11 overall in a non-equilibrium geometry. The level of theory is ωB97M-V/def2-TZVPD.

Computed properties:
LUMO   -4.81 eV
Total energy   -83423.754 eV
Orbital gap   6.0 eV

Structure (ORCA input):
```
! RIJCOSX wB97M-V def2-TZVPD def2/J DEFGRID3
* xyz 1 1
C 5.617 -2.089 -1.290
C 4.078 -1.837 -1.888
Cl 4.114 -2.339 -3.671
C 3.085 -2.810 -0.958
C 1.481 -2.564 -1.270
C 0.937 -1.069 -1.019
C -0.657 -1.029 -1.327
C -1.279 -2.425 -1.789
N -0.662 -3.728 -2.028
N 0.648 -3.655 -1.744
F 1.294 -4.863 -1.951
H 5.539 -2.756 -0.307
H 6.149 -1.097 -0.969
H 6.296 -2.705 -2.033
H 3.856 -0.680 -1.717
H 3.421 -3.926 -0.937
H 3.248 -2.406 0.154
H 1.574 -0.157 -0.672
H -1.328 -0.078 -1.219
H -2.460 -2.414 -1.979
C -3.283 3.496 -3.056
C -2.124 2.662 -2.579
O -2.252 1.860 -1.655
C -0.802 2.847 -3.275
H -4.171 3.257 -2.462
H -3.053 4.557 -2.931
H -3.493 3.274 -4.105
H -0.462 3.879 -3.159
H -0.902 2.596 -4.334
H -0.059 2.180 -2.826
C 9.646 -3.189 -5.027
C 9.273 -2.961 -3.586
O 8.355 -3.587 -3.058
C 10.066 -1.939 -2.818
H 8.989 -3.954 -5.455
H 9.520 -2.263 -5.594
H 10.679 -3.538 -5.092
H 9.959 -0.957 -3.286
H 11.118 -2.232 -2.785
H 9.686 -1.881 -1.792
C -0.459 -0.605 3.207
C 0.291 0.409 2.385
O 1.219 0.075 1.651
C -0.140 1.847 2.497
H -0.039 -1.600 3.026
H -0.357 -0.371 4.270
H -1.513 -0.612 2.918
H -0.023 2.191 3.528
H -1.179 1.950 2.176
H 0.490 2.466 1.848
C -0.284 -4.833 6.259
C 0.173 -4.156 4.995
O 0.261 -2.931 4.923
C 0.518 -5.035 3.822
H -0.498 -4.075 7.020
H -1.197 -5.403 6.066
H 0.504 -5.492 6.633
H -0.359 -5.614 3.521
H 1.342 -5.702 4.088
H 0.831 -4.409 2.980
C -2.995 4.110 5.311
C -1.834 4.831 4.679
O -0.956 4.220 4.073
C -1.790 6.329 4.818
H -2.895 3.034 5.130
H -2.998 4.284 6.389
H -3.932 4.453 4.866
H -1.739 6.603 5.875
H -2.674 6.772 4.352
H -0.897 6.714 4.314
C 2.559 3.928 4.882
C 3.933 3.777 4.285
O 4.945 3.977 4.954
C 4.020 3.373 2.838
H 2.650 4.223 5.933
H 2.005 4.703 4.348
H 2.025 2.975 4.832
H 3.530 4.124 2.212
H 3.551 2.395 2.696
H 5.072 3.303 2.543
C 1.696 -0.200 -7.538
C 1.148 0.703 -6.466
O 0.180 1.431 -6.678
C 1.829 0.680 -5.124
H 1.106 -0.078 -8.452
H 2.734 0.067 -7.754
H 1.630 -1.242 -7.216
H 2.873 0.986 -5.232
H 1.769 -0.323 -4.694
H 1.326 1.381 -4.449
C 1.096 -9.767 2.162
C 0.548 -8.864 3.234
O -0.420 -8.135 3.022
C 1.229 -8.887 4.576
H 0.506 -9.645 1.248
H 2.134 -9.500 1.946
H 1.030 -10.809 2.484
H 2.273 -8.581 4.468
H 1.169 -9.890 5.006
H 0.726 -8.186 5.251
C 1.883 5.790 -7.573
C 0.448 5.635 -8.000
O -0.118 6.504 -8.663
C -0.269 4.378 -7.585
H 2.271 6.744 -7.943
H 1.948 5.785 -6.482
H 2.485 4.980 -7.994
H -0.299 4.311 -6.495
H 0.237 3.506 -8.006
H -1.296 4.404 -7.963
C -5.017 3.117 0.473
C -6.452 2.963 0.046
O -7.018 3.831 -0.617
C -7.169 1.705 0.461
H -4.629 4.072 0.102
H -4.952 3.112 1.564
H -4.415 2.308 0.052
H -7.199 1.638 1.551
H -6.663 0.833 0.039
H -8.196 1.731 0.082
C -10.990 0.496 2.153
C -9.948 0.804 3.195
O -8.846 1.252 2.883
C -10.307 0.542 4.633
H -10.592 0.733 1.161
H -11.243 -0.567 2.183
H -11.881 1.104 2.328
H -10.529 -0.518 4.774
H -11.167 1.153 4.918
H -9.459 0.811 5.273
*
```